# 1
Computed, not measured: C5H11NO in the gas phase, with ωB97M-V/def2-TZVPD.

CARTESIAN COORDINATES (ANGSTROEM)
O: -0.5507 1.8901 1.6521
C: -0.7366 0.7066 1.7346
C: -1.1681 -0.1492 0.5615
C: -0.2312 -1.3176 0.3021
C: 1.1506 -0.9132 -0.2313
C: 0.3046 -0.1670 -2.3581
N: 1.0881 0.2127 -1.1538
H: -0.6353 0.2051 2.7215
H: -1.1862 0.5894 -0.2392
H: -2.1500 -0.5443 0.8348
H: -0.1053 -1.8095 1.2753
H: -0.7170 -2.0937 -0.2893
H: 1.6067 -1.7863 -0.6939
H: 1.7989 -0.6945 0.6226
H: 0.4348 -1.2305 -2.5999
H: 0.6502 0.4185 -3.2054
H: -0.7586 0.0366 -2.2305
H: 2.0075 0.2886 -1.5770

Forces on atoms 1 to 2 (eV/Å):
O 0.04 0.06 0.09
C -0.07 -0.10 0.05

As for the energy: -8900.0158 eV. Its SMILES is CNCCCC=O. The largest force on an atom comes out at 1.3 eV/Å. As for the charge: 0. The HOMO energy comes out at -9.3645 eV. The value obtained for the relative energy (zero: lowest compared OMol25 entry of this formula, charge and spin) is 38.8 kcal per mole. The HOMO-LUMO gap is 10.3 eV.

---

# 2
Computed, not measured: C4H8BNO6Sn as an isolated structure, with ωB97M-V/def2-TZVPD.

CARTESIAN COORDINATES (ANGSTROEM)
N: -0.6346 -3.7851 0.7874
C: -0.3926 -3.2557 -0.5134
O: -1.0786 -3.5223 -1.4685
C: 0.7558 -2.2504 -0.6886
C: 0.0794 -0.8834 -0.7411
O: 0.9868 0.1515 -0.2071
C: 0.4244 1.2711 0.0129
O: -0.5833 1.7434 -0.5234
O: 1.0213 2.0579 0.9061
B: 0.0560 3.0389 1.0745
O: 0.0897 4.2228 0.1331
O: -0.8543 3.0672 2.0238
H: -0.5080 -3.0397 1.4637
H: 0.0753 -4.4667 1.0322
H: 1.2210 -2.4559 -1.6367
H: 1.4668 -2.3029 0.1181
H: -0.7846 -0.9166 -0.0972
H: -0.2154 -0.6920 -1.7577
H: -0.6262 3.9860 -0.4941
H: -1.6502 2.5490 1.8556
Sn: 1.1514 5.4831 -1.2795

Forces on atoms 1 to 2 (eV/Å):
N -0.03 0.36 -0.09
C -0.25 -0.35 -0.77

As for the energy: -24543.3205 eV. The largest force on an atom comes out at 2.2 eV/Å. As for the charge: +2. The HOMO energy comes out at -14.5409 eV. The HOMO-LUMO gap is 2.4 eV.

---

# 3
Computed, not measured: C3H2O3 in the gas phase, with ωB97M-V/def2-TZVPD.

CARTESIAN COORDINATES (ANGSTROEM)
O: 1.2714 1.4316 1.3438
C: 0.3994 0.8783 0.7614
C: 0.3393 -0.7974 0.2500
O: 0.8502 -1.7290 0.7989
C: -0.5754 -0.5425 -0.8958
O: -1.5129 0.2195 -0.6774
H: -0.6192 1.1894 0.3247
H: -0.1528 -0.6501 -1.9055

Forces on atoms 1 to 2 (eV/Å):
O -0.85 -0.73 -0.60
C 0.29 -0.43 0.23

As for the energy: -9282.6714 eV. Its SMILES is O=CC(=O)C=O. The largest force on an atom comes out at 1.9 eV/Å. As for the charge: 0. The HOMO energy comes out at -9.2748 eV. The value obtained for the relative energy (zero: lowest compared OMol25 entry of this formula, charge and spin) is 65.8 kcal per mole. The HOMO-LUMO gap is 8.0 eV.

---

# 4
Computed, not measured: a 2-piece molecular cluster, C4H9NO overall, with ωB97M-V/def2-TZVPD.

CARTESIAN COORDINATES (ANGSTROEM)
C: -1.4359 0.8231 0.3063
C: -0.5550 0.3718 -0.8701
C: 0.8205 -1.6286 0.5393
N: 1.6303 -0.7490 0.9587
C: 0.9516 0.6412 -0.7704
O: 1.7706 0.2980 -1.5878
H: -2.4010 1.1788 -0.0692
H: -1.6639 0.0364 1.0383
H: -0.9816 1.6571 0.8533
H: -0.7364 1.0266 -1.7239
H: -0.8571 -0.6298 -1.2092
H: 0.9114 -1.9655 -0.4999
H: -0.0240 -2.0245 1.1108
H: 1.3766 -0.3897 1.8761
H: 1.1937 1.3542 0.0476

Forces on atoms 1 to 2 (eV/Å):
C 0.03 0.10 0.01
C -0.20 0.22 -0.22

As for the energy: -7829.5834 eV. Its SMILES is CCC=O.C=N. The largest force on an atom comes out at 0.7 eV/Å. As for the charge: 0. The HOMO energy comes out at -9.3878 eV. The value obtained for the relative energy (zero: lowest compared OMol25 entry of this formula, charge and spin) is 63.1 kcal per mole. The HOMO-LUMO gap is 10.3 eV.

---

# 5
Computed, not measured: C6H6F2 in the gas phase, with ωB97M-V/def2-TZVPD.

CARTESIAN COORDINATES (ANGSTROEM)
C: 0.9278 0.9120 -0.0060
C: 1.3254 -0.3024 -0.4598
C: 0.3960 -1.3693 -0.5190
C: -0.9193 -0.9411 0.0768
C: -1.3025 0.1940 0.5838
C: -0.3165 1.3531 0.5570
H: 2.3176 -0.3832 -0.9853
H: 0.2310 -1.7663 -1.5658
H: 0.8730 -2.1853 -0.0474
H: -2.3876 0.2925 0.9288
H: -0.2698 1.6817 1.5776
H: -0.8263 2.1025 0.0170
F: 1.8930 1.9098 -0.0687
F: -1.9600 -1.7787 -0.0782

Forces on atoms 1 to 2 (eV/Å):
C 3.58 -0.92 -1.31
C 1.36 4.22 -0.61

As for the energy: -11752.6165 eV. Its SMILES is FC1=CCC(F)=CC1. The largest force on an atom comes out at 4.5 eV/Å. As for the charge: 0. The HOMO energy comes out at -9.1717 eV. The value obtained for the relative energy (zero: lowest compared OMol25 entry of this formula, charge and spin) is 19.6 kcal per mole. The HOMO-LUMO gap is 10.2 eV.

---

# 6
Computed, not measured: C4H5ClN4O3 in the gas phase, with ωB97M-V/def2-TZVPD.

CARTESIAN COORDINATES (ANGSTROEM)
C: 1.1131 0.1998 -1.2936
C: -1.1830 0.1511 -0.4121
C: -0.8535 1.2373 1.8329
C: 2.0684 -0.7074 -0.7849
N: -0.2059 0.2039 -1.2683
N: -1.2849 0.8910 0.6672
N: -2.2443 -0.4895 -0.9856
N: 1.9011 -1.5923 0.1903
O: 0.7939 -1.7129 0.7335
O: 2.8676 -2.3236 0.4579
O: -1.2745 2.4507 2.4121
Cl: 3.6896 -0.6491 -1.4103
H: 1.5371 0.7342 -2.1813
H: -0.2004 0.7048 2.5216
H: -1.9466 -0.9513 -1.9214
H: -2.8372 -1.0134 -0.4012
H: -1.9404 2.8667 1.8432

Forces on atoms 1 to 2 (eV/Å):
C 1.01 -1.30 -1.38
C 1.27 -1.07 -2.40

As for the energy: -28849.2835 eV. Its SMILES is NC(=N/C=C(/Cl)[N+](=O)[O-])/N=C/O. The largest force on an atom comes out at 4.2 eV/Å. As for the charge: 0. The HOMO energy comes out at -8.3998 eV. The value obtained for the relative energy (zero: lowest compared OMol25 entry of this formula, charge and spin) is 39.4 kcal per mole. The HOMO-LUMO gap is 7.8 eV.

---

# 7
Computed, not measured: C29H23BrN5ORhS as an isolated structure, with ωB97M-V/def2-TZVPD.

CARTESIAN COORDINATES (ANGSTROEM)
Rh: -0.0001 -0.4543 1.8908
C: 2.3146 0.0465 5.2889
C: 1.1917 -0.7159 4.6575
C: 1.3702 -1.9940 4.1680
C: 0.3122 -2.6870 3.5679
C: -0.9765 -2.1567 3.5840
C: -1.1807 -0.8786 4.1089
C: -0.0949 -0.1399 4.5712
H: 2.3299 1.0815 4.9465
H: 3.2777 -0.4080 5.0618
H: 2.2037 0.0637 6.3747
H: 2.3456 -2.4581 4.2308
H: 0.4732 -3.6971 3.2100
H: -1.8117 -2.7589 3.2546
H: -2.1821 -0.4808 4.1941
H: -0.2580 0.8432 4.9967
Br: -2.1590 -3.2025 -8.5192
C: -2.4702 -1.8233 -7.3031
C: -2.9838 -2.1395 -6.0366
C: -3.1952 -1.1379 -5.1250
C: -2.8925 0.1877 -5.4907
C: -2.4473 0.5078 -6.7857
C: -2.2101 -0.5078 -7.6841
N: -3.0311 1.2701 -4.6528
N: -3.2781 1.0901 -3.4687
C: -2.9672 0.6836 -2.2823
C: -4.0221 0.3730 -1.3390
C: -3.7329 -0.0621 -0.0897
C: -2.3617 -0.1663 0.3403
O: -2.0228 -0.5094 1.5149
C: -1.3107 0.1659 -0.5658
N: -0.0559 0.0285 -0.0521
C: 0.9632 0.3918 -0.8546
C: 0.7798 0.9225 -2.1169
C: -0.4987 1.0592 -2.6397
C: -1.5663 0.6371 -1.8669
H: -3.2205 -3.1665 -5.7995
H: -3.6202 -1.3590 -4.1556
H: -2.2853 1.5448 -7.0440
H: -1.8452 -0.2943 -8.6780
H: -5.0402 0.4798 -1.6860
H: -4.5059 -0.3210 0.6201
H: 1.9549 0.2582 -0.4571
H: 1.6446 1.2344 -2.6831
H: -0.6480 1.5017 -3.6162
N: 2.7333 -2.2618 1.3562
C: 2.9685 -0.9627 1.5773
N: 2.0252 -0.0850 1.8582
C: 2.5486 1.1925 2.0004
C: 1.8272 2.3491 2.2674
C: 2.5102 3.5482 2.3601
C: 3.8933 3.6138 2.1902
C: 4.6233 2.4653 1.9199
C: 3.9311 1.2691 1.8300
S: 4.5790 -0.3169 1.4659
H: 1.7845 -2.5970 1.3821
H: 3.4780 -2.9036 1.1475
H: 0.7536 2.3161 2.4186
H: 1.9591 4.4535 2.5745
H: 4.4031 4.5628 2.2713
H: 5.6957 2.5041 1.7913

Forces on atoms 1 to 2 (eV/Å):
Rh -0.90 0.18 -1.32
C 0.07 0.05 0.03

As for the energy: -123814.3315 eV. The largest force on an atom comes out at 1.8 eV/Å. As for the charge: +2. The HOMO energy (alpha / beta) comes out at -12.8454 / -12.8249 eV. The value obtained for the relative energy (zero: lowest compared OMol25 entry of this formula, charge and spin) is 2.1 kcal per mole. The HOMO-LUMO gap (alpha / beta) is 4.9 / 4.9 eV.

---

# 8
Computed, not measured: a 2-piece molecular cluster, C10H16 overall, with ωB97M-V/def2-TZVPD.

CARTESIAN COORDINATES (ANGSTROEM)
C: 3.7830 -1.0476 -0.5480
C: 3.1349 -0.7429 0.7965
H: 3.1645 -0.6921 -1.3798
H: 4.7415 -0.5669 -0.7695
H: 3.9241 -2.1147 -0.7082
H: 3.3257 -1.5306 1.5307
H: 2.0605 -0.6474 0.6687
H: 3.5273 0.1638 1.2467
C: -1.2921 1.7963 0.9260
C: -1.9024 1.4381 2.2875
C: -1.3692 0.6958 -0.0999
C: -0.3007 0.4654 -0.9658
C: -2.5351 -0.0451 -0.2630
C: -0.3921 -0.4712 -1.9813
C: -2.5734 -1.1016 -1.1725
C: -1.4987 -1.3081 -2.0240
H: -1.8096 2.6592 0.5126
H: -0.2514 2.0791 1.0924
H: -2.1272 0.3828 2.4247
H: 0.6002 1.0172 -0.7259
H: -3.3956 0.1640 0.3662
H: 0.3315 -0.5893 -2.7845
H: -3.5128 -1.6320 -1.2933
H: -1.5634 -2.0820 -2.7754
H: -2.8164 1.9834 2.5160
H: -1.2532 1.7266 3.1231

Forces on atoms 1 to 2 (eV/Å):
C 0.06 0.13 -0.93
C 0.35 -0.15 0.15

As for the energy: -10629.2215 eV. Its SMILES is CCc1ccccc1.CC. The largest force on an atom comes out at 0.9 eV/Å. As for the charge: 0. The HOMO energy comes out at -9.0163 eV. The value obtained for the relative energy (zero: lowest compared OMol25 entry of this formula, charge and spin) is 12.0 kcal per mole. The HOMO-LUMO gap is 10.0 eV.

---

Question: Among the records above, which one has the highest largest force on an atom?
Answer: C6H6F2

---

Question: The highest largest force on an atom belongs to which entry?
Answer: C6H6F2